No. 1
{
  "formula": "C14H14BrFeNO2",
  "method": "wB97M-V/def2-TZVPD",
  "elements": ["C", "C", "C", "H", "C", "C", "H", "H", "H", "H", "Fe", "Br", "C", "C", "C", "H", "C", "C", "H", "H", "H", "H", "O", "C", "C", "C", "C", "O", "N", "H", "H", "H", "H"],
  "xyz": [[-1.90342, -0.89188, -0.87111], [-1.84080, -1.41743, 0.47021], [-1.80771, -0.29532, 1.37211], [-1.90671, -2.46787, 0.75030], [-1.79749, 0.90734, 0.59712], [-1.87698, 0.54871, -0.78597], [-2.03897, 1.25473, -1.59531], [-2.03279, -1.46449, -1.78394], [-1.94468, -0.31718, 2.44963], [-1.88977, 1.91416, 0.98933], [-0.07341, -0.27165, -0.02350], [1.24910, -0.52280, -1.85876], [2.74590, 0.67817, -4.80807], [1.64603, 1.47383, -5.25446], [0.64835, 0.59284, -5.78044], [1.59182, 2.56073, -5.22473], [1.13558, -0.74642, -5.66034], [2.42996, -0.69401, -5.05750], [3.06969, -1.54596, -4.83723], [3.67232, 1.04752, -4.37292], [-0.30100, 0.89086, -6.22246], [0.62646, -1.64865, -5.99427], [0.72232, 1.30699, 2.74575], [1.03642, 0.12139, 2.72697], [1.49468, -0.68241, 3.92699], [1.52371, -2.12050, 3.42851], [1.06208, -2.03976, 1.98859], [0.76306, -3.00059, 1.29387], [0.93839, -0.70318, 1.60686], [2.50185, -0.35272, 4.23601], [0.76161, -0.56576, 4.74607], [2.54349, -2.53876, 3.47012], [0.81393, -2.75712, 3.98504]],
  "nbo_charge": [-0.36, -0.39, -0.35, 0.23, -0.39, -0.37, 0.23, 0.24, 0.21, 0.22, 1.18, -0.60, -0.36, -0.37, -0.38, 0.17, -0.37, -0.36, 0.17, 0.17, 0.16, 0.17, -0.65, 0.67, -0.51, -0.51, 0.67, -0.62, -0.77, 0.21, 0.21, 0.22, 0.21],
  "homo_energy_ev": [0.2, 0.2],
  "charge": -2,
  "lumo_energy_ev": [5.08, 5.07],
  "max_force_ha_per_bohr": 0.051,
  "spin_multiplicity": 5,
  "gap_ev": [4.860, 4.880]
}

---

No. 2
{
  "formula": "C14H14FNOS",
  "method": "wB97M-V/def2-TZVPD",
  "elements": ["C", "C", "N", "C", "O", "C", "C", "C", "C", "S", "C", "C", "C", "C", "C", "F", "C", "C", "H", "H", "H", "H", "H", "H", "H", "H", "H", "H", "H", "H", "H", "H"],
  "xyz": [[-1.73055, -2.58696, 0.03816], [-1.12081, -1.24190, -0.36107], [0.03744, -0.94242, 0.46195], [1.27176, -0.75204, -0.05810], [1.50667, -0.83546, -1.24188], [2.33767, -0.46437, 1.00181], [3.44155, 0.37191, 0.43862], [4.33923, -0.08635, -0.56138], [5.23346, 0.85919, -0.93477], [5.01085, 2.33446, -0.07808], [3.68792, 1.66214, 0.78920], [-2.13737, -0.12582, -0.27352], [-2.71451, 0.21602, 0.94451], [-3.64261, 1.23728, 1.02966], [-3.98957, 1.91654, -0.12368], [-4.89762, 2.91153, -0.04892], [-3.43149, 1.60288, -1.34878], [-2.50265, 0.57972, -1.41288], [-2.57856, -2.81086, -0.60322], [-0.99094, -3.37637, -0.06945], [-2.07404, -2.56684, 1.06993], [-0.73754, -1.30485, -1.38478], [-0.11253, -0.85218, 1.45368], [1.88967, 0.03177, 1.86401], [2.73711, -1.43190, 1.32118], [4.29388, -1.07298, -0.98358], [6.01617, 0.78951, -1.66328], [3.17231, 2.26463, 1.51093], [-2.44397, -0.31816, 1.84365], [-4.09640, 1.50877, 1.96974], [-3.72188, 2.15495, -2.22841], [-2.05265, 0.32817, -2.36126]],
  "nbo_charge": [-0.60, -0.07, -0.62, 0.69, -0.62, -0.51, -0.06, -0.24, -0.40, 0.43, -0.41, -0.05, -0.19, -0.28, 0.40, -0.32, -0.27, -0.18, 0.22, 0.22, 0.20, 0.24, 0.39, 0.22, 0.24, 0.23, 0.23, 0.23, 0.20, 0.23, 0.23, 0.22],
  "homo_energy_ev": -8.8,
  "smiles": "C[C@H](NC(=O)Cc1ccsc1)c1ccc(F)cc1",
  "lumo_energy_ev": 0.58,
  "max_force_ha_per_bohr": 0.012,
  "gap_ev": 9.361
}